1.
Entry from OMol25: C25H23N4O3SbSe4Zn as an isolated structure (ωB97M-V/def2-TZVPD).

XYZ file:
```
61
Properties=species:S:1:pos:R:3:forces:R:3:mulliken_charge:R:1
Zn 0.337902 1.568404 0.266856 -0.112 0.611 -0.036 1.084
C 1.624940 -0.874036 2.524279 -0.205 -0.230 -0.014 -1.319
N 0.314170 -0.509873 1.968942 0.209 0.038 0.038 1.845
C -0.373731 -1.660066 1.390683 -0.004 0.075 -0.016 -1.509
C 0.230437 -2.229332 0.128638 0.008 0.050 -0.002 0.529
C -0.481481 -3.204953 -0.568099 -0.030 0.027 -0.045 -0.619
C 0.027211 -3.670192 -1.764640 -0.023 0.025 -0.020 -0.555
C 1.230711 -3.155191 -2.227613 -0.002 0.025 -0.031 -0.498
C 1.873589 -2.202194 -1.457717 -0.026 0.048 0.009 -0.535
N 1.392963 -1.755975 -0.297931 0.001 0.050 -0.015 -0.043
C -0.521332 0.036211 3.031298 0.030 0.127 -0.146 -1.216
C -1.676322 0.838744 2.503231 -0.236 0.200 -0.001 0.428
C -2.924422 0.746551 3.109130 0.076 -0.036 -0.045 -0.957
C -3.964608 1.521617 2.632983 -0.074 -0.039 0.062 -0.460
C -3.731037 2.369173 1.567627 -0.036 0.080 -0.061 -0.920
C -2.462463 2.412906 1.021330 0.193 0.001 -0.065 -0.355
N -1.455294 1.670173 1.481810 -0.079 -0.396 0.436 0.823
C 2.595312 0.272852 2.618532 -0.049 0.082 -0.094 0.926
C 3.952313 0.036960 2.461664 -0.027 -0.093 -0.007 -0.921
C 4.819016 1.112787 2.490944 0.121 0.011 -0.021 -0.446
C 4.303432 2.382623 2.658098 -0.087 0.129 -0.077 -0.408
C 2.932054 2.523105 2.804385 0.004 0.074 -0.066 -0.456
N 2.094896 1.489609 2.809870 -0.073 -0.017 -0.019 -0.113
H 2.065286 -1.626850 1.877990 0.017 -0.012 0.028 0.253
H 1.479534 -1.324598 3.522152 0.034 -0.050 0.005 0.351
H -1.388618 -1.341955 1.132844 -0.014 -0.020 -0.036 0.407
H -0.467567 -2.465163 2.143220 0.016 -0.022 0.000 0.348
H -1.443717 -3.540163 -0.201148 0.004 0.013 -0.005 0.354
H -0.527231 -4.393173 -2.350090 -0.004 -0.003 0.000 0.374
H 1.644490 -3.458765 -3.179865 0.003 -0.004 0.003 0.402
H 2.802074 -1.746498 -1.783570 0.005 0.001 -0.011 0.413
H 0.104420 0.692863 3.634811 -0.030 0.048 -0.008 0.512
H -0.914418 -0.767855 3.675088 0.039 -0.003 0.037 0.246
H -3.068206 0.056008 3.930447 0.002 -0.001 0.002 0.404
H -4.948673 1.454163 3.081045 -0.003 0.001 0.003 0.382
H -4.513842 2.987414 1.151273 0.000 0.003 -0.004 0.401
H -2.208495 3.070055 0.197242 -0.011 -0.014 -0.012 0.494
H 4.308001 -0.966829 2.263071 -0.004 -0.005 0.001 0.353
H 5.880064 0.967843 2.327212 0.000 0.000 0.005 0.373
H 4.921787 3.262775 2.591860 0.058 0.099 -0.006 0.381
H 2.478615 3.505530 2.867859 0.005 0.019 -0.012 0.433
O -3.464325 -2.336903 -2.615297 0.029 -0.002 0.082 -0.791
C -2.562591 -1.683125 -3.375911 0.024 0.013 0.005 0.236
C -2.413493 -2.048418 -4.713344 0.001 0.006 0.002 -0.682
C -1.488194 -1.391749 -5.508853 -0.004 0.004 -0.005 -0.253
C -0.698911 -0.370145 -4.991723 0.004 -0.003 -0.005 -0.932
C -0.838351 -0.014978 -3.659138 0.024 -0.016 0.006 -0.371
C -1.763214 -0.658761 -2.843355 0.033 -0.068 0.027 0.291
C -1.856058 -0.292470 -1.385799 -0.059 0.040 0.064 0.498
O -2.762094 -0.842144 -0.692974 0.025 -0.097 -0.020 -0.882
O -1.015421 0.523228 -0.953001 0.099 -0.002 -0.051 -0.182
H -3.381745 -1.891244 -1.713366 -0.036 0.038 -0.049 0.399
H -3.034340 -2.845087 -5.105479 0.000 -0.001 0.000 0.397
H -1.383970 -1.680871 -6.549226 0.001 -0.001 0.000 0.358
H 0.019388 0.145161 -5.615527 0.004 -0.003 0.002 0.455
H -0.223337 0.762927 -3.219850 0.000 -0.008 -0.002 0.518
Se 4.138811 5.328237 -0.133455 -0.060 -0.084 0.072 -0.794
Sb 2.152587 4.259569 -1.080435 0.180 -0.086 -0.081 0.652
Se 2.390248 1.718434 -0.921427 0.143 -0.277 0.053 -0.632
Se 1.657537 4.834879 -3.389443 -0.016 0.011 0.035 -0.765
Se 0.185716 4.398753 0.431865 -0.091 -0.354 0.109 -0.705
```
Forces are in eV/Å.

The calculation puts the HOMO-LUMO gap at 5.089 eV. Its lowest unoccupied orbital energy is 0.145 Eh. As for the net charge: -2. Its maximum force is 0.0121 hartree/bohr.

***

2.
Entry from OMol25: one molecule with the formula C25H23NO5S in a non-equilibrium geometry (ωB97M-V/def2-TZVPD).

XYZ file:
```
55
Properties=species:S:1:pos:R:3:forces:R:3:mulliken_charge:R:1
C -5.029843 -0.898042 -3.531673 -0.991 -1.528 -3.402 -1.746
C -4.545007 -1.345854 -2.292982 4.178 6.301 0.873 0.972
C -3.541638 -0.617861 -1.667119 2.150 6.714 -3.578 -0.470
C -3.047511 -0.797537 -0.428486 4.113 6.599 -2.385 -0.629
C -3.543213 -1.828021 0.041345 3.014 -4.570 12.143 1.102
S -2.828639 -2.399535 1.791213 1.461 -1.013 -1.264 1.129
O -3.309274 -3.654944 2.370111 -0.501 2.005 -0.829 -0.657
O -2.519436 -1.258573 2.592317 -1.543 1.012 1.357 -0.692
N -1.403238 -2.846976 1.143572 3.269 -2.081 -0.564 -0.612
C -0.200965 -2.340788 1.156497 -4.099 4.125 -0.602 0.739
C -0.065679 -0.862920 1.387595 -2.586 0.662 5.910 -0.398
C 0.900713 -0.015060 1.165500 1.074 -0.214 -3.476 0.589
C 1.010003 1.452530 1.481607 4.613 -3.168 -9.007 -1.557
C 2.334927 1.735470 1.921195 7.349 -2.021 -0.140 0.501
O 3.249780 0.790823 2.180467 -5.137 5.116 -0.720 -0.660
C 2.703918 3.237781 1.805238 -10.358 -2.619 0.968 -1.893
C 2.283257 4.038628 0.578877 2.967 -3.175 0.393 2.259
C 3.231349 3.485912 -0.504489 1.007 -3.500 -1.317 -1.114
C 2.594781 5.412101 0.829625 1.833 -0.630 10.412 -2.297
C 0.914328 3.764247 0.294974 -6.422 -0.115 -2.473 -1.663
C 0.484829 2.342094 0.176044 2.614 -3.244 -0.586 0.727
O 0.048882 1.737478 -0.789339 -0.109 1.629 1.893 -0.553
C 1.748936 -0.497106 0.091957 5.572 -1.170 -2.000 0.472
O 2.597339 0.218107 -0.478422 -2.496 -1.817 0.779 -0.715
C 1.932074 -2.216962 -0.143733 -5.837 7.973 5.817 0.453
C 3.027086 -2.658760 -0.638842 5.418 -2.593 -5.480 -0.314
C 3.104055 -3.989745 -1.011584 -11.287 3.418 11.115 -1.098
C 2.161186 -4.809103 -0.247076 1.048 -3.248 -4.844 -0.361
C 1.034097 -4.333595 0.308445 2.838 5.779 1.106 -1.175
C 0.951849 -2.864110 0.605145 2.150 -6.975 -3.961 0.132
C -4.387180 -2.656185 -0.347053 -4.363 -5.680 -0.625 -0.883
C -4.903380 -2.249034 -1.479931 -7.161 -9.042 -5.162 -0.137
H -5.958558 -0.439312 -3.586250 -1.865 1.620 1.066 0.400
H -4.377803 -0.256088 -4.094236 0.566 -0.153 -0.262 0.372
H -5.397397 -1.770011 -4.095396 0.948 -0.172 -0.541 0.351
H -3.114913 0.404212 -2.167060 -1.044 -2.615 0.677 0.094
H -2.241352 -0.214113 0.056813 -0.751 -0.179 -0.551 0.330
H -0.706090 -0.459554 2.266858 0.373 -1.001 -1.920 0.337
H 0.361271 1.523399 2.094257 -8.278 1.977 8.576 1.792
H 2.065001 3.569029 2.761956 0.616 -0.023 -1.798 0.384
H 3.525441 3.369117 2.189427 9.318 1.485 2.913 1.129
H 3.212604 2.166726 -0.586211 -0.434 4.149 0.175 0.148
H 3.035540 3.889188 -1.608420 0.855 -0.578 2.551 0.284
H 4.259768 3.598501 0.004769 -1.147 0.350 -1.742 0.428
H 3.743242 5.622951 1.187753 -2.924 -0.747 -0.665 0.244
H 1.783363 5.834397 1.735425 2.554 -1.095 -2.167 0.265
H 2.429283 6.011946 0.146865 -1.570 5.613 -7.124 0.776
H 0.074851 4.044178 0.994911 1.247 0.743 0.271 0.440
H 0.484784 4.166625 -0.674413 1.024 0.141 0.774 0.399
H 3.852519 -2.150474 -1.163275 -0.908 1.152 0.748 0.315
H 3.766304 -4.333679 -1.474827 9.962 -5.219 -7.099 0.895
H 2.039775 -5.965449 -0.571228 0.789 2.621 0.927 0.186
H 0.316844 -4.993312 0.415659 -3.797 -2.788 1.480 0.569
H -4.607251 -3.641471 0.039211 -0.048 0.291 0.506 0.416
H -5.535616 -3.051267 -2.233583 0.739 1.496 2.854 -0.005
```
Forces are in eV/Å.

The calculation puts the HOMO-LUMO gap at 7.761 eV. Its lowest unoccupied orbital energy is -0.051 Eh. As for the net charge: 0. Its maximum force is 0.3152 hartree/bohr.

***

3.
Entry from OMol25: C25H24AlClNO2 as an isolated structure in a non-equilibrium geometry (ωB97M-V/def2-TZVPD).

XYZ file:
```
54
Properties=species:S:1:pos:R:3:forces:R:3:mulliken_charge:R:1
C -2.706198 -1.289327 -2.375584 0.760 0.793 -0.666 0.557
C -1.817504 -1.482552 -3.574280 -1.990 0.158 -0.595 -0.864
C -1.804512 -0.256087 -4.249211 0.516 -0.843 0.498 -0.445
H -1.623030 -2.454940 -4.017571 0.316 0.240 0.215 0.418
C -2.426623 0.721551 -3.448887 -0.305 0.171 0.945 -0.394
C -2.875997 0.157537 -2.258282 -1.523 -0.719 -0.942 -0.770
H -3.522809 0.598466 -1.500507 0.470 0.126 -0.125 0.496
H -3.163125 -2.086955 -1.766273 -0.871 0.138 -0.706 0.214
H -1.379395 -0.057021 -5.232706 0.130 -0.217 0.489 0.429
H -2.545059 1.764609 -3.729435 0.206 -0.173 0.204 0.412
Al -1.269719 -1.721679 -1.251384 4.130 1.685 0.685 0.278
Cl -0.225428 -3.593980 -1.349763 -0.721 0.336 0.494 -0.365
C 1.729929 -0.436587 -2.211092 -0.592 -0.317 0.316 -0.182
C 1.504532 0.845879 -2.728895 -0.484 0.559 -1.292 -0.714
C 1.625663 0.778302 -4.164574 -0.215 -0.622 0.879 -0.713
H 1.074720 1.670940 -2.148425 0.614 -0.266 -0.417 0.463
C 1.922530 -0.586263 -4.511232 -0.375 0.034 0.905 -0.464
C 1.964260 -1.327629 -3.275506 -0.150 0.277 -1.162 -0.926
H 2.001899 -2.406869 -3.154810 0.345 0.100 -0.190 0.375
H 1.688172 -0.705258 -1.153086 0.107 0.061 -0.216 0.618
H 1.373013 1.606166 -4.845195 0.334 -0.471 0.257 0.397
H 1.988449 -1.022077 -5.525915 0.043 0.368 0.686 0.348
C 3.832251 1.060757 1.928602 0.470 0.135 -0.155 -1.721
C 2.857944 -0.083805 1.945159 0.006 0.025 0.176 1.509
C 3.279324 -1.348389 1.544078 -0.059 0.093 0.086 -1.111
C 2.394887 -2.422840 1.544007 0.070 0.096 0.113 -0.885
C 1.086293 -2.230639 1.949184 -0.152 0.262 -0.261 -0.749
C 0.657245 -0.960220 2.345038 0.598 -0.127 -0.057 0.199
N -0.666635 -0.848937 2.768871 -0.936 0.067 0.447 0.058
C -1.585952 0.175442 2.593389 -0.508 -0.171 -0.284 -0.425
C -2.630862 0.298574 3.511895 0.100 0.424 -0.076 -0.760
C -3.441837 1.426484 3.440332 -0.232 0.251 -0.088 -0.464
C -3.287068 2.408909 2.440670 -0.166 -0.057 0.323 -0.787
C -2.352623 2.190998 1.436999 -0.075 -0.065 0.697 -0.408
C -1.572313 1.050597 1.495904 -0.154 0.050 1.121 1.194
C -0.714433 0.729543 0.383178 2.187 -0.049 -2.003 0.396
O 0.091492 1.492434 -0.121977 -1.214 -0.507 0.664 -0.555
O -0.859917 -0.537045 0.005620 -0.515 -1.200 -0.808 -0.339
C 1.545647 0.125286 2.385653 -0.356 -0.436 -0.070 1.061
C 1.126774 1.463666 2.912313 -0.040 0.518 0.123 -1.479
H 3.527773 1.844828 1.216646 -0.003 -0.221 0.277 0.297
H 3.991174 1.525733 2.917088 -0.212 -0.164 -0.313 0.345
H 4.806149 0.684394 1.601057 -0.087 0.135 -0.012 0.422
H 4.317729 -1.469973 1.238725 -0.273 -0.084 -0.060 0.280
H 2.728482 -3.394660 1.205629 -0.043 -0.030 -0.009 0.373
H 0.326489 -3.011476 1.881457 0.358 0.017 0.020 0.415
H -1.071469 -1.658489 3.209411 0.267 -0.079 0.019 0.303
H -2.733059 -0.481939 4.274330 -0.081 0.533 -0.050 0.386
H -4.198663 1.572550 4.205589 -0.004 -0.038 -0.108 0.373
H -3.892471 3.325101 2.449443 0.227 -0.531 0.051 0.374
H -2.152601 2.886902 0.633561 -0.245 0.013 -0.091 0.469
H 0.851251 2.154974 2.096853 0.202 -0.225 0.224 0.192
H 0.250432 1.413195 3.577923 0.491 -0.081 -0.117 0.294
H 1.974780 1.901818 3.455987 -0.366 0.029 -0.040 0.574
```
Forces are in eV/Å.

The calculation puts the HOMO-LUMO gap at 4.638 eV. Its lowest unoccupied orbital energy is 0.080 Eh. As for the net charge: -1. Its maximum force is 0.0878 hartree/bohr.

***

4.
Entry from OMol25: C25H24AsF5HoNO4S6 as an isolated structure in a non-equilibrium geometry (ωB97M-V/def2-TZVPD).

XYZ file:
```
67
Properties=species:S:1:pos:R:3:forces:R:3:mulliken_charge:R:1
Ho 1.288799 -0.413724 -0.977352 0.126 -0.030 -0.084 0.020
S 2.741282 1.803781 -1.765989 -0.252 0.020 -0.851 -0.562
As 3.651761 1.749152 0.183787 -0.332 0.224 0.849 0.375
S 3.441562 -0.400374 0.630032 0.147 -0.238 0.287 -0.587
S 2.288928 2.987579 1.415960 0.390 -0.500 -0.086 -0.566
S 5.681983 2.251466 0.253266 0.291 0.271 0.001 -0.612
O 0.320755 -0.046029 1.101923 -0.015 0.348 -0.120 0.513
S 0.846588 0.124066 2.512707 -0.575 -0.199 0.015 0.161
C -0.240605 1.456752 3.237320 0.878 -1.011 0.419 -0.794
C -1.572278 1.469923 2.566400 -0.170 -0.548 -0.754 -1.324
C -1.507503 2.270634 1.257467 -1.517 -0.949 0.708 0.443
C -2.418080 1.612219 0.180653 0.152 0.870 0.183 -0.728
S -1.737671 1.944434 -1.467066 0.196 0.632 -0.383 -0.151
O -0.357013 1.358572 -1.537733 -0.481 0.409 0.232 -0.010
C -1.518290 3.753093 -1.198956 -0.144 -0.347 -0.349 0.235
C -2.600898 4.599357 -1.405842 -0.261 -0.653 0.066 -0.226
C -2.494277 5.946135 -1.053255 0.499 -0.253 -0.630 -0.703
C -1.259283 6.378165 -0.520906 -0.071 0.689 -0.089 -0.248
C -0.133661 5.543608 -0.400346 -1.789 -0.464 -0.941 -0.904
C -0.285974 4.222590 -0.801604 0.114 -0.492 0.209 0.034
C -0.078617 -1.257412 3.282550 0.715 0.491 0.849 0.645
C -0.906745 -2.023949 2.512351 -0.077 0.657 -1.935 -0.523
C -1.760601 -2.944999 3.038618 0.113 -0.080 2.967 -0.851
C -1.838049 -3.112083 4.448658 1.704 1.465 -1.886 -0.622
C -0.951754 -2.360719 5.208460 0.035 0.064 1.774 -0.510
C -0.022765 -1.486033 4.643840 0.185 0.639 0.581 -0.696
H 0.325101 2.369423 3.072237 0.131 0.067 0.070 0.349
H -0.259083 1.186599 4.302431 -0.087 0.233 -0.197 0.570
H -2.317602 1.760925 3.257656 -0.908 1.017 0.750 0.706
H -1.921660 0.468286 2.332382 0.358 -0.453 -0.084 0.220
H -0.483815 2.178569 0.972729 0.738 0.292 -0.692 -0.409
H -1.745506 3.316232 1.463774 -0.006 -0.041 -0.338 0.466
H -3.479683 1.981723 0.146533 0.938 -0.296 0.124 0.474
H -2.407680 0.517014 0.245483 0.001 0.166 0.014 0.372
H -3.481376 4.105316 -1.838771 0.012 0.700 0.170 0.367
H -3.287125 6.657417 -1.369848 0.616 -0.498 0.702 0.313
H -1.197047 7.441172 -0.266208 0.185 -0.336 -0.004 0.321
H 0.845809 5.813028 -0.098362 0.555 0.677 0.483 0.527
H 0.529895 3.514941 -0.758068 0.392 -0.005 0.125 0.185
H -0.893142 -1.797030 1.445578 -0.166 -0.321 0.133 0.458
H -2.424422 -3.500404 2.468320 -0.951 -0.890 -1.369 0.583
H -2.501878 -3.797166 4.879195 -0.922 -0.776 0.603 0.475
H -1.015807 -2.379736 6.327737 0.188 -0.276 -1.093 0.262
H 0.692324 -0.910407 5.277722 -0.726 -0.523 -0.449 0.442
N 1.447761 -0.594432 -3.415054 0.248 -1.633 0.287 -0.278
C 0.466622 -1.540321 -4.047218 1.186 0.856 0.006 -0.474
C -0.965343 -1.060782 -3.806273 0.105 -0.301 0.561 -0.366
C -1.528293 -1.554706 -2.432781 0.066 0.503 0.135 0.398
O -2.678304 -1.994035 -2.366747 0.279 0.077 -0.191 -0.798
O -0.738704 -1.386452 -1.428277 -0.181 -0.322 -0.473 0.002
H 1.420188 0.341681 -3.739856 -0.308 0.970 -0.632 0.305
H 2.413410 -0.922875 -3.559888 -0.569 0.124 0.119 0.199
H 0.690018 -2.503834 -3.571431 -0.340 0.126 -0.223 0.179
H 0.738602 -1.599346 -5.113657 -0.497 -0.192 0.119 0.434
H -1.632107 -1.354038 -4.615351 -0.044 -0.146 0.080 0.283
H -0.954037 0.036847 -3.764698 -0.063 -0.125 -0.025 0.059
F 3.586224 -2.995261 -3.463964 0.129 0.864 -0.190 -0.378
C 3.045654 -3.562215 -2.353391 -0.068 -0.854 -0.035 0.995
C 2.177603 -2.916333 -1.514551 0.212 0.956 -0.230 -1.079
C 1.636965 -3.701933 -0.547893 -0.022 -0.614 0.041 0.633
F 0.832543 -3.099826 0.380944 -0.046 -0.344 0.126 0.228
C 1.834829 -5.081625 -0.452672 0.312 1.186 -0.069 -0.641
F 1.245736 -5.835205 0.456515 -0.731 -0.670 0.981 -0.343
C 2.747810 -5.671255 -1.289767 0.421 0.163 -0.660 0.819
F 2.997644 -6.990301 -1.226949 0.010 -0.244 0.163 -0.348
C 3.389588 -4.898370 -2.242646 -0.315 0.020 0.126 0.029
F 4.270667 -5.467485 -3.089874 0.008 -0.157 0.004 -0.347
```
Forces are in eV/Å.

The calculation puts the HOMO-LUMO gap at 5.349 eV. Its expectation value of S² is 6.00. Its lowest unoccupied orbital energy is 0.140 Eh. As for the net charge: -2. Its maximum force is 0.0578 hartree/bohr. The spin multiplicity is 5.